1.
The following is a DFT calculation (wB97M-V/def2-TZVPD) of a gas-phase ion, C5H8N (charge +1).

Positions of all 14 atoms, in Å:
C  0.30059  -2.16828  0.16021
C  0.24386  -1.10997  -0.64695
C  0.70905  1.50354  -0.48657
C  -0.77173  0.71788  1.09993
C  -0.79408  1.37352  -0.29710
N  0.05708  0.22464  -0.08038
H  0.56686  -3.14963  -0.29198
H  0.28821  -2.21229  1.22943
H  0.26526  -1.28413  -1.73172
H  1.19716  1.41223  -1.51395
H  1.28206  1.97375  0.30157
H  -0.23031  1.16767  2.02189
H  -1.55129  -0.05637  1.33504
H  -1.56272  1.60745  -1.09942

Calculated values
E_HOMO = -0.5495 hartree
net charge = +1
E_LUMO = -3.01 eV
strongest force on any atom = 2.2 eV Å⁻¹
SMILES = C=C[N@+]12C[C@H]1C2
Kohn-Sham gap = 11.9 eV
2S+1 = 1



2.
The following is a DFT calculation (wB97M-V/def2-TZVPD) of a gas-phase ion, C5H8N (charge +1).

Positions of all 14 atoms, in Å:
C  0.49258  0.59063  -0.24563
C  1.78366  0.68634  -0.14263
C  -1.97302  0.73326  -0.14826
C  2.75990  -0.48321  0.06587
C  -2.68457  -0.53533  0.15805
N  -0.70073  0.79671  -0.38139
H  2.18994  1.65869  -0.15743
H  -2.46963  1.60247  -0.14354
H  3.64588  -0.15698  0.58683
H  3.07976  -0.80833  -0.92078
H  2.25821  -1.31343  0.58078
H  -2.33632  -1.25382  -0.65384
H  -3.78291  -0.52613  0.28259
H  -2.26273  -0.99086  1.11939

Calculated values
E_HOMO = -0.5359 hartree
net charge = +1
E_LUMO = -5.54 eV
strongest force on any atom = 4.0 eV Å⁻¹
SMILES = CC=C=[N+]=CC
Kohn-Sham gap = 9.0 eV
2S+1 = 1



3.
The following is a DFT calculation (wB97M-V/def2-TZVPD) of a gas-phase ion, C5H8N (charge +1).

Positions of all 14 atoms, in Å:
C  0.81721  0.15911  -0.11251
C  -0.63090  -0.22982  -1.75365
C  -0.60101  0.14913  -0.24722
C  1.74939  0.75074  0.74663
C  -1.38019  -0.58977  0.74429
N  0.69982  -0.61164  -1.15877
H  -1.35934  -0.97512  -1.94824
H  -0.53821  0.53798  -2.42765
H  2.82784  0.72368  0.48507
H  1.74834  0.35561  1.74624
H  1.56136  1.78463  0.93064
H  -0.83839  -0.67237  1.69812
H  -1.82271  -1.42384  0.38966
H  -2.23322  0.04169  0.90739

Calculated values
E_HOMO = -0.5883 hartree
net charge = +1
E_LUMO = -5.18 eV
strongest force on any atom = 4.3 eV Å⁻¹
SMILES = CC1=[N+]2C[C@]12C
Kohn-Sham gap = 10.8 eV
2S+1 = 1



4.
The following is a DFT calculation (wB97M-V/def2-TZVPD) of a gas-phase ion, C5H8N (charge +1).

Positions of all 14 atoms, in Å:
C  2.85658  -0.21100  -0.31648
C  1.67190  -0.12024  -0.16655
C  -0.69274  -0.98613  -0.54020
C  -0.53920  -0.97635  0.91537
C  0.24680  -0.02689  0.03176
N  -0.21412  1.39699  0.00118
H  3.83068  -0.01512  -0.15204
H  -0.40475  -1.86821  -1.06062
H  -1.64492  -0.53833  -0.83556
H  -1.39155  -0.61558  1.59596
H  -0.04782  -1.83386  1.28744
H  -1.17725  1.25296  0.05056
H  0.12910  1.92396  -0.87273
H  0.24366  1.65668  0.89998

Calculated values
E_HOMO = -0.5307 hartree
net charge = +1
E_LUMO = -3.72 eV
strongest force on any atom = 3.4 eV Å⁻¹
SMILES = C#CC1([NH3+])CC1
Kohn-Sham gap = 10.7 eV
2S+1 = 1



5.
The following is a DFT calculation (wB97M-V/def2-TZVPD) of a gas-phase ion, C5H8N (charge +1).

Positions of all 14 atoms, in Å:
C  -0.08858  -1.34732  -0.07889
C  0.63828  -0.23521  0.14910
C  -1.48410  -0.73894  0.30449
C  -0.81425  0.56445  0.67212
C  2.05513  0.15674  0.01816
N  -1.69456  0.46899  -0.47234
H  0.04487  -2.39276  -0.31668
H  -2.22547  -1.24623  0.73392
H  -0.99500  1.29755  1.57259
H  2.64375  0.03667  1.04602
H  2.27404  1.04690  -0.54144
H  2.42577  -0.60242  -0.67982
H  -1.23261  0.40050  -1.41604
H  -2.67792  0.93861  -0.50482

Calculated values
E_HOMO = -0.5262 hartree
net charge = +1
E_LUMO = -3.34 eV
strongest force on any atom = 5.0 eV Å⁻¹
SMILES = CC1=C[C@@H]2[NH2+][C@H]12
Kohn-Sham gap = 11.0 eV
2S+1 = 1



6.
The following is a DFT calculation (wB97M-V/def2-TZVPD) of a molecular structure, C5H8N.

Positions of all 14 atoms, in Å:
C  -0.94344  -0.05418  0.63917
C  2.30090  0.28545  -1.57994
C  1.85798  -0.40058  -0.59137
C  -0.96313  0.97723  -0.42140
C  -1.66883  -0.76136  1.65212
N  0.15563  0.16728  0.06707
H  3.26279  0.00118  -1.99552
H  1.81027  1.11912  -2.05185
H  2.09249  -1.19894  0.07281
H  -1.38920  0.73111  -1.38459
H  -0.96151  2.02686  -0.16186
H  -2.64753  -0.31154  1.80888
H  -1.10387  -0.77684  2.58696
H  -1.80255  -1.80479  1.35954

Calculated values
E_HOMO = -0.5741 hartree
net charge = +1
E_LUMO = -4.35 eV
strongest force on any atom = 3.5 eV Å⁻¹
Kohn-Sham gap = 11.3 eV
2S+1 = 1



7.
The following is a DFT calculation (wB97M-V/def2-TZVPD) of a gas-phase ion, C5H8N (charge +1).

Positions of all 14 atoms, in Å:
C  -0.24777  1.00094  0.76449
C  -0.69437  1.29351  -0.42444
C  1.36987  -1.11906  0.50461
C  0.24738  -0.35360  1.03330
C  -1.09968  1.85324  -1.52649
N  0.02727  -1.36175  0.03173
H  -0.34791  1.61272  1.68624
H  1.90111  -0.55244  -0.19222
H  1.81595  -2.07088  0.97763
H  -0.18318  -0.81964  1.91035
H  -1.99604  1.46381  -1.97947
H  -0.00477  -1.11607  -1.05130
H  -0.45726  2.51992  -1.98388
H  -0.33060  -2.35069  0.24945

Calculated values
E_HOMO = -0.5150 hartree
net charge = +1
E_LUMO = -3.69 eV
strongest force on any atom = 6.0 eV Å⁻¹
SMILES = C=C=C[C@@H]1C[NH2+]1
Kohn-Sham gap = 10.3 eV
2S+1 = 1



8.
The following is a DFT calculation (wB97M-V/def2-TZVPD) of a molecular structure, C5H8N.

Positions of all 14 atoms, in Å:
C  -0.42222  -2.01812  1.68546
C  -0.76518  -1.50462  0.54560
C  0.90480  -1.17069  1.74869
C  0.45288  -0.66690  0.63661
C  0.84324  1.25277  -1.01404
N  -0.49880  1.66495  -1.44914
H  -0.87649  -2.61154  2.50599
H  -1.40700  -1.65314  -0.26254
H  1.73078  -1.02266  2.45248
H  1.25139  0.56297  -1.74588
H  1.32590  1.95916  -0.36971
H  -0.75420  2.40279  -2.19674
H  -1.02468  2.08232  -0.67387
H  -0.76041  0.72271  -1.86291

Calculated values
E_HOMO (spin up / spin down) = -0.4393 / -0.4367 hartree
net charge = +1
E_LUMO (spin up / spin down) = -4.80 / -4.55 eV
strongest force on any atom = 3.1 eV Å⁻¹
Kohn-Sham gap (spin up / spin down) = 7.2 / 7.3 eV
2S+1 = 1